Entry 1:
The ion C17H24NO3 with charge +1, computed with ωB97M-V/def2-TZVPD.

CARTESIAN COORDINATES (ANGSTROEM)
O (0.02341, 1.37019, 2.61488)
H (-0.50867, -0.51131, -3.20487)
H (-1.62698, 0.08137, 3.62290)
C (-0.04889, 0.60436, 1.53569)
C (-0.20391, -2.38266, -1.38902)
H (-1.93292, -3.41928, 0.16918)
H (0.72533, 0.31118, -1.10251)
H (-1.79874, 0.81370, -2.02244)
H (-3.25771, -3.59715, 2.20259)
C (0.84547, 2.52583, 2.53207)
H (2.55512, 2.55435, -0.85489)
C (2.93211, 1.55407, -1.00458)
H (0.09977, 1.87789, -3.50009)
H (0.41834, 3.24236, 1.82758)
H (2.59700, 1.37184, -3.11353)
H (-3.11941, -1.85742, 3.95171)
C (-1.72656, 2.66224, -1.06783)
O (0.56380, 0.87537, 0.51224)
H (1.83020, -1.96613, -1.91869)
C (0.15577, 1.76300, -2.41226)
C (3.83258, 1.05213, -0.18112)
C (-1.69680, -0.68789, 2.87123)
H (1.09507, -0.45626, -3.94635)
H (0.06045, -3.35894, -0.96697)
C (-1.00726, -1.55998, 0.72184)
H (4.23846, 0.06198, -0.30727)
H (0.87298, -2.69389, -3.20824)
C (-2.60700, -2.74655, 2.07158)
C (-0.92804, -0.56081, 1.71283)
O (-0.22984, -1.38976, -0.38022)
H (0.67771, 2.62480, -1.99783)
C (2.40998, 0.80599, -2.19477)
H (-2.72082, 2.59839, -0.66302)
H (4.21807, 1.61725, 0.64867)
C (0.56073, -0.58191, -3.00060)
C (-1.21649, 1.69898, -1.81064)
H (2.93251, -0.14891, -2.26486)
N (0.94742, 0.53975, -2.11167)
H (-1.17871, 3.56322, -0.84724)
H (-1.18757, -2.46078, -1.87094)
H (0.87189, 2.94976, 3.53206)
H (1.84998, 2.25465, 2.20171)
C (-1.85355, -2.64542, 0.91540)
C (0.85474, -1.95745, -2.40513)
C (-2.53084, -1.77093, 3.05285)

Calculated values
Charge: +1
Energy above the lowest of the compared OMol25 structures with the same formula, charge and spin: 30.2 kcal per mole
Orbital gap: 9.451 eV
SMILES string: C=CC[NH+](CC=C)CCCOc1ccccc1C(=O)OC
E_LUMO: -2.36 eV

---

Entry 2:
The molecule C17H24O7, computed with ωB97M-V/def2-TZVPD.

CARTESIAN COORDINATES (ANGSTROEM)
H (6.98407, 4.39622, 2.87679)
O (5.06062, 3.62847, 2.85721)
O (-2.28803, -4.05992, -1.27500)
C (-1.76567, -1.03185, 0.28108)
C (-3.24204, -1.38710, -3.25723)
H (3.02601, 0.75815, -0.79616)
C (3.98427, 2.11999, 1.41356)
C (-1.68889, 1.21072, -0.88721)
H (1.28616, 1.57034, 0.78719)
H (-1.15916, -1.86245, -1.55721)
H (-3.80794, -4.84387, 0.80251)
H (-4.71949, -4.76768, -0.71932)
H (-2.59483, 1.24908, -2.80239)
O (-1.98841, -1.49064, 1.36843)
H (4.90608, 0.29908, 0.79087)
C (0.40136, 0.01869, -0.33048)
C (6.18861, 4.11816, 3.57096)
H (-4.03813, 0.17720, -0.27160)
C (-2.93704, -0.71009, -1.92116)
C (-2.75084, -3.04297, -0.83078)
C (-4.23652, -0.28428, -1.23689)
C (1.44462, 0.49973, 0.63482)
O (-3.86084, -2.98576, -0.10295)
H (-3.87007, -2.26204, -3.10804)
H (5.84416, 4.98727, 4.12506)
H (-4.76083, 0.43811, -1.85892)
H (-1.01247, 0.79423, 1.10951)
H (3.13014, 2.47894, 1.98709)
H (-5.38111, -3.99210, 0.75669)
H (-2.32573, -1.70714, -3.74729)
C (-4.47847, -4.22918, 0.19984)
O (6.28827, 1.90680, 2.11801)
H (-4.88913, -1.13666, -1.07553)
C (-1.03266, 0.29332, 0.13706)
H (1.27047, 0.00363, 1.59408)
C (5.24672, 2.50434, 2.15354)
H (6.56740, 3.35228, 4.25051)
C (-2.10954, -1.67688, -1.03686)
H (-3.76665, -0.69955, -3.91659)
H (2.95110, -0.84489, -0.07706)
C (3.92812, 0.61481, 1.15769)
O (0.63943, -0.52295, -1.37800)
H (3.74807, 0.09368, 2.10000)
H (-1.14243, 0.23443, -2.66979)
C (-2.06738, 0.53498, -2.16844)
C (2.86232, 0.22094, 0.13970)
H (4.00116, 2.65569, 0.46011)
O (-1.84485, 2.37876, -0.64738)

Calculated values
Energy above the lowest of the compared OMol25 structures with the same formula, charge and spin: 2.1 kcal per mole
Orbital gap: 10.524 eV
SMILES string: COC(=O)CCCCC(=O)[C@H]1C(=O)CC(C)(C)[C@H](C(=O)OC)C1=O
E_LUMO: 0.58 eV

---

Entry 3:
A structure of composition C17H25As2Au, computed with ωB97M-V/def2-TZVPD.

CARTESIAN COORDINATES (ANGSTROEM)
H (-3.02363, -1.89879, 4.25838)
C (2.88268, 1.42754, -1.62312)
H (-2.40270, 3.34033, 0.88773)
C (2.28790, 1.43967, -2.95041)
H (-2.37044, -1.00958, -2.44846)
C (0.51294, 2.26866, 1.13609)
H (1.12087, 1.37441, 1.31890)
H (-3.11429, 2.48095, -0.50039)
C (-1.67775, 0.15020, 1.27002)
H (2.24370, -3.71961, 0.81367)
H (1.87512, -0.35479, -4.35509)
C (-1.76111, -0.39474, -3.12785)
H (-3.28136, 1.53427, 1.54581)
C (-2.67040, -1.32285, 3.39842)
H (1.05132, -1.92208, 3.71581)
H (-4.27784, 0.20629, 3.52775)
C (3.06277, 0.08511, -1.20872)
H (1.70724, -3.12263, -0.85065)
C (-2.84604, 0.58562, 1.91091)
C (1.49461, -2.37579, 2.82714)
C (-3.36437, -0.14616, 3.00455)
C (2.06940, 0.04613, -3.34545)
H (0.10003, 2.71040, 2.05353)
H (-1.34621, 1.61920, -3.85789)
As (1.12498, -1.36830, 1.19917)
H (-0.91674, -2.63388, 2.99858)
H (3.01096, -2.41397, -0.08312)
C (-2.20104, 2.92826, -0.10916)
H (0.99174, -3.31391, 2.59563)
H (2.57775, -2.51201, 2.83433)
C (-1.77214, 1.01338, -3.03061)
C (2.06648, -2.88350, 0.14341)
H (3.35251, 2.25539, -1.05876)
C (-1.51437, -1.75561, 2.71328)
Au (0.23621, 0.44946, -1.96394)
H (3.74254, -0.21857, -0.37770)
H (2.25440, 2.30361, -3.63512)
H (-1.83695, 3.69613, -0.79785)
C (2.56885, -0.77996, -2.25200)
H (1.03491, 3.00997, 0.52478)
H (-2.50867, 1.55683, -2.38805)
C (-1.01925, -1.02953, 1.65377)
H (2.78362, -1.86923, -2.31373)
H (-1.40451, -0.87172, -4.05488)
As (-0.84370, 1.43537, 0.00129)

Calculated values
<S²>: 2.017
Charge: +2
Orbital gap (spin up / spin down): 7.914 / 4.628 eV
Multiplicity: 3
E_LUMO (spin up / spin down): -6.59 / -9.83 eV

---

Entry 4:
A cluster of 2 separate species, C17H25BrClFN4Si2 in total, computed with ωB97M-V/def2-TZVPD.

CARTESIAN COORDINATES (ANGSTROEM)
H (-1.50710, -0.32968, 0.60652)
N (8.37955, -2.81321, -4.50271)
H (0.23690, 1.33402, 0.67805)
C (-2.31377, 0.05877, -0.02314)
H (4.81983, 1.32495, 1.26765)
H (-3.65534, -2.12658, 2.11138)
H (-6.28234, 0.46158, 0.11024)
C (4.15303, 0.41342, 0.97424)
Cl (7.32849, 0.00946, -0.40013)
C (3.99946, -0.96767, -2.78915)
H (-5.19131, 0.14440, -1.23692)
Si (-5.08624, 1.25586, 3.42416)
H (-7.28154, 2.40953, 3.41568)
N (5.78688, -0.29132, -1.11806)
H (-7.12988, 1.37820, 1.99477)
H (-5.35863, -1.88984, 1.66929)
C (6.56395, -0.17969, -4.94457)
H (7.72183, -0.13635, -7.06376)
H (7.37015, -3.02763, -2.50369)
C (-4.32789, -1.76015, 1.33162)
C (2.62648, 0.93340, 1.17521)
H (5.90489, 0.74845, -5.06736)
Br (3.14170, -1.57958, -4.45487)
H (9.11416, -2.37007, -6.52391)
C (-5.27728, 0.65474, -0.27104)
C (-5.63567, -0.34382, 4.24225)
H (-5.17040, 1.72828, -0.44747)
C (5.52884, -0.78156, -2.47892)
N (-3.78475, 1.02861, 2.31047)
C (4.43722, -0.11277, -0.52367)
C (7.46383, -2.40119, -3.47454)
H (4.29395, -0.41449, 1.78313)
H (-3.62465, 1.96549, 5.31906)
H (-4.17972, 3.37131, 4.38753)
F (2.09755, -0.55638, -1.44975)
C (6.56094, -1.14202, -3.67868)
C (-6.58580, 2.07149, 2.64017)
H (-2.05910, 1.07802, -0.32835)
H (-6.29262, 2.94296, 2.04870)
C (7.60478, -0.69556, -6.04988)
H (-4.19234, -2.39267, 0.44612)
C (-4.48020, 2.40407, 4.79885)
C (8.39235, -1.99912, -5.68603)
H (-2.37803, -0.56288, -0.92137)
H (-6.28618, -0.12794, 5.09661)
H (-6.20298, -0.97404, 3.55300)
H (-5.27676, 2.57439, 5.53018)
Si (-3.95718, 0.03258, 0.91151)
H (-4.77617, -0.91177, 4.60789)
C (1.32718, 1.08602, 1.00081)
N (3.43991, -0.52206, -1.49713)

Calculated values
Orbital gap: 1.473 eV
E_LUMO: -3.24 eV

---

Entry 5:
A cluster of 4 separate species, C17H25BrN4O8P in total, computed with ωB97M-V/def2-TZVPD.

CARTESIAN COORDINATES (ANGSTROEM)
H (0.95482, 1.85878, 2.39312)
H (-2.53921, -1.22355, 0.17948)
H (-6.36059, 0.44705, -3.05773)
H (-2.40006, -1.83352, 2.64420)
H (-9.48224, 0.25307, -1.36246)
H (1.58739, -2.40204, 0.14557)
H (3.05925, 0.15435, -1.92914)
P (-6.78457, -0.02917, -0.34660)
H (-9.06254, -1.48283, -1.40690)
C (1.07943, 1.11701, 1.59500)
H (1.22512, 1.60154, 0.62676)
O (2.58039, -0.66982, 0.76894)
N (-0.71528, -0.48579, 2.59375)
C (4.40380, 0.04378, -3.59301)
H (-5.03939, -0.68618, -2.68027)
C (2.30484, 0.20282, 1.86113)
H (-5.90315, 0.43047, 2.99356)
C (6.37375, -0.50636, -1.70915)
H (7.72434, -0.62279, -3.36541)
C (6.70347, -0.45223, -3.05476)
N (6.05291, -0.14475, -5.41097)
C (-0.85541, 0.01393, 0.40792)
H (4.80461, -0.34140, -0.25713)
O (-6.28606, -1.45503, -0.41153)
O (5.16196, 0.11396, -6.19404)
C (5.00128, 2.67162, 2.91499)
H (-6.62007, -0.99114, 2.20934)
N (-1.84419, -0.86528, 0.82726)
H (-7.62941, 0.42243, 2.61531)
C (-9.33438, -0.64485, -0.76201)
H (2.24940, -0.29108, 2.83557)
Br (-0.10904, -0.54012, 4.32806)
H (6.36569, 2.49366, 4.51546)
O (-8.31438, -0.42707, 0.23134)
C (-0.15789, 0.22695, 1.55514)
H (6.82900, 1.62525, 3.05798)
H (-10.26363, -0.87626, -0.24753)
C (2.15606, -1.95112, 0.98341)
H (5.54476, 0.99889, 4.08431)
H (7.13880, -0.71973, -0.97472)
C (5.71218, -0.18185, -3.98127)
O (-6.34479, 0.70154, 1.01890)
O (-5.49969, 0.65759, -1.16198)
C (-5.39954, 0.33542, -2.55822)
H (-4.68833, 1.02319, -3.01167)
C (4.08000, -0.01427, -2.24680)
H (-0.65997, 0.40429, -0.57845)
H (3.63655, 0.26016, -4.32251)
C (5.98100, 1.91165, 3.67895)
C (5.06238, -0.29185, -1.30654)
O (2.32880, -2.58613, 1.98431)
H (3.17266, 0.90829, 1.92961)
N (4.23154, 3.27417, 2.31310)
O (7.20134, -0.37817, -5.72129)
C (-1.76492, -1.15511, 2.08741)
C (-6.64877, 0.09767, 2.27221)

Calculated values
Charge: +1
Energy above the lowest of the compared OMol25 structures with the same formula, charge and spin: 22.8 kcal per mole
Orbital gap: 7.659 eV
E_LUMO: -4.17 eV

---

Entry 6:
The molecule C17H25ClN2O3S, computed with ωB97M-V/def2-TZVPD.

CARTESIAN COORDINATES (ANGSTROEM)
H (-0.47299, -2.72060, -2.71542)
H (-0.09116, 1.23259, 3.06928)
C (-0.37926, 3.39864, -1.44538)
H (-1.44358, -1.44824, 3.13010)
C (0.16285, 3.46858, 0.90231)
C (0.17309, -2.64715, -3.58458)
H (0.30762, -0.41934, 1.68230)
H (1.85990, 2.28653, 1.47771)
H (-0.04036, -3.47746, -4.25324)
C (1.97884, -1.55342, -2.19869)
Cl (0.97467, 1.91537, -3.24669)
H (-2.49074, -1.64437, 1.71816)
C (1.63655, -2.67412, -3.16103)
H (0.69397, 3.79664, 2.94679)
H (-0.05204, -1.71969, -4.10699)
C (-0.72782, -0.47021, 1.33519)
H (-1.46469, 4.52671, -0.00045)
C (0.67762, 2.52788, -1.65300)
C (-1.43280, 0.85339, 1.58430)
O (2.08843, -0.97542, 0.36664)
C (-1.29142, 2.94084, 2.83920)
H (3.04724, -1.35209, -2.16644)
H (-1.28405, -3.77140, 2.18882)
H (2.30838, 1.44420, -0.76532)
H (-0.15658, -4.03233, -0.05371)
H (-0.55018, 4.90122, 2.33651)
C (-0.73307, -3.14342, 0.20197)
H (0.26787, -2.92138, 2.07949)
C (-0.70669, -0.75156, -0.17220)
H (-1.00528, 3.69804, -2.27113)
H (-1.46417, 3.12573, 3.90297)
C (-0.63108, 3.86160, -0.16771)
S (1.57231, -2.01487, -0.48999)
O (2.03222, -3.35243, -0.24912)
H (2.26958, -2.59465, -4.04817)
H (-2.21856, 3.10466, 2.28626)
H (-1.72987, -0.73332, -0.55934)
N (-0.94285, 1.55447, 2.63587)
H (1.86647, -3.61948, -2.66595)
C (1.22579, 2.60665, 0.66436)
H (1.44125, -0.63573, -2.41627)
H (-0.12898, 0.02074, -0.68037)
N (-0.10926, -2.02869, -0.48215)
C (-0.76177, -2.93863, 1.71566)
O (-2.38030, 1.23189, 0.92733)
H (-1.75142, -3.24488, -0.18807)
C (1.49321, 2.13225, -0.60698)
C (-0.18665, 3.87370, 2.30605)
C (-1.45022, -1.61746, 2.05112)

Calculated values
Energy above the lowest of the compared OMol25 structures with the same formula, charge and spin: 0.0 kcal per mole
Orbital gap: 9.749 eV
SMILES string: CCCS(=O)(=O)N1CCC[C@H](C(=O)NCCc2ccc(Cl)cc2)C1
E_LUMO: 0.71 eV

---

Results for max |F|: 0.74, 0.80, 2.23, 6.75, 8.16, 1.14 (in eV Å⁻¹, following the order of the records).